Entry 1:
19
Properties=species:S:1:pos:R:3:mulliken_charge:R:1 method="wB97M-V/def2-TZVPD" smiles=C1C[C@@H]2C[C@H](CO1)N2 orbital_gap_ev=8.8 de_lowest_ev=9.617 e_lumo_ha=0.03564
C 1.772 0.214 0.290 -0.4808
C 1.339 -1.382 -0.191 -0.5554
C -0.178 -1.056 -0.209 -0.0900
C -1.662 -0.702 -0.643 -0.7174
C -1.282 0.770 0.086 -0.0410
C -0.192 1.676 -0.172 -0.3959
O 1.084 1.068 -0.775 -0.4988
N -0.566 -0.216 0.965 -0.5620
H 1.464 0.411 1.333 0.3264
H 2.887 0.497 0.245 0.3031
H 1.702 -1.954 -1.187 0.2553
H 1.447 -2.080 0.665 0.3198
H 0.167 -0.374 -1.065 0.2793
H -2.612 -1.274 -0.249 0.2604
H -1.999 -0.819 -1.662 0.3106
H -2.230 1.259 0.569 0.3362
H -0.358 2.725 -0.634 0.3753
H 0.461 1.968 0.902 0.2361
H -1.245 -0.729 1.731 0.3387



Entry 2:
14
Properties=species:S:1:pos:R:3:mulliken_charge:R:1 method="wB97M-V/def2-TZVPD" smiles=c1nn[nH]c1N1CC1 orbital_gap_ev=10.1 de_lowest_ev=3.106 e_lumo_ha=0.03533
C -1.378 -0.930 -0.188 -0.3616
N -2.627 -0.487 -0.323 -0.2853
N -2.700 0.778 -0.446 -0.6336
N -1.430 1.220 -0.493 0.2288
C -0.504 0.224 -0.344 0.5052
N 0.853 0.515 -0.378 -0.3734
C 1.748 -0.627 -0.229 -0.3329
C 1.448 0.324 0.920 -0.4008
H -1.181 -1.937 0.014 0.4284
H -1.366 2.225 -0.655 0.2490
H 1.440 -1.691 -0.087 0.1953
H 2.754 -0.545 -0.711 0.2481
H 2.253 0.948 1.271 0.2341
H 0.689 -0.018 1.650 0.2987



Entry 3:
27
Properties=species:S:1:pos:R:3:mulliken_charge:R:1 method="wB97M-V/def2-TZVPD" orbital_gap_ev=9.0 de_lowest_ev=4.124 e_lumo_ha=0.02009
C 0.422 1.893 0.215 0.4937
C 3.241 -0.333 0.110 -0.1890
C -1.771 1.342 1.198 -0.7631
C -1.681 0.286 0.084 0.1328
C 3.823 -1.118 -0.987 -1.0081
C -3.147 -1.494 -1.027 -1.5063
C -2.028 -1.221 -0.018 -0.2277
N -0.639 2.238 0.983 -0.1509
N 1.451 2.482 -0.237 -0.6576
O 1.365 -2.164 0.420 -0.6094
O 1.225 -0.234 1.912 -0.5852
S -0.008 0.374 -0.590 -0.1874
S 1.808 -0.843 0.715 0.8471
H 3.183 0.724 0.124 0.4053
H -2.769 1.920 0.933 0.2975
H -1.897 0.870 2.136 0.3051
H -2.112 0.823 -0.793 0.3148
H 3.629 -0.904 -2.036 0.2490
H 3.645 -2.102 -0.693 0.3546
H 4.898 -1.031 -0.911 0.3475
H -3.339 -2.514 -1.030 0.4722
H -2.860 -1.220 -2.016 0.3600
H -4.109 -1.045 -0.792 0.3500
H -1.097 -1.723 -0.336 0.1807
H -2.258 -1.597 1.002 0.3277
H -0.688 3.189 1.461 0.2578
H 1.711 3.403 0.173 0.1889



Entry 4:
53
Properties=species:S:1:pos:R:3:mulliken_charge:R:1 method="wB97M-V/def2-TZVPD" smiles="C[C@@H]1CCCN(C(=O)[C@H](C)Nc2cc(Cl)ccc2N2CCOCC2)C1" orbital_gap_ev=8.7 de_lowest_ev=1.515 e_lumo_ha=0.02535
C -3.543 0.740 -0.203 -1.7555
C -2.519 1.605 0.524 0.5070
C -2.138 2.837 -0.309 -0.8029
C -0.744 3.351 0.072 -0.0690
C -0.416 2.991 1.514 -1.0332
N -0.345 1.545 1.656 0.0521
C 0.594 1.032 2.482 0.3618
O 1.322 1.748 3.145 -0.7273
C 0.723 -0.499 2.512 0.1561
C 1.799 -0.912 3.515 -1.7592
N 1.055 -0.976 1.185 0.0465
C 0.347 -1.934 0.507 -0.1027
C -0.390 -2.921 1.157 -0.9784
C -1.105 -3.849 0.419 0.0923
Cl -2.025 -5.052 1.258 -0.2309
C -1.105 -3.829 -0.962 -0.9954
C -0.347 -2.868 -1.614 -0.2001
C 0.382 -1.929 -0.907 0.3961
N 1.137 -0.892 -1.518 0.7738
C 2.574 -1.135 -1.581 -0.5403
C 3.268 0.187 -1.912 -0.5488
O 2.797 0.724 -3.126 -0.4458
C 1.402 0.909 -3.089 -0.4622
C 0.674 -0.407 -2.805 -0.7570
C -1.268 0.783 0.837 -0.0887
H -4.420 1.330 -0.461 0.4499
H -3.858 -0.092 0.421 0.4238
H -3.118 0.336 -1.120 0.2861
H -2.955 1.933 1.473 0.3574
H -2.883 3.619 -0.151 0.4229
H -2.153 2.580 -1.369 0.2335
H 0.012 2.904 -0.576 -0.2890
H -0.687 4.432 -0.054 0.4202
H -1.174 3.401 2.191 0.2904
H 0.554 3.393 1.817 0.5257
H -0.240 -0.919 2.827 0.5896
H 1.905 -1.994 3.520 0.4241
H 2.749 -0.462 3.242 0.3000
H 1.533 -0.568 4.510 0.4119
H 1.454 -0.276 0.575 0.1515
H -0.411 -2.971 2.233 0.5202
H -1.674 -4.553 -1.522 0.4405
H -0.336 -2.856 -2.693 0.4226
H 2.925 -1.520 -0.623 0.4400
H 2.813 -1.873 -2.365 0.3482
H 4.342 0.041 -2.039 0.3392
H 3.095 0.906 -1.095 0.3196
H 1.120 1.308 -4.064 0.3707
H 1.144 1.642 -2.307 0.0766
H -0.404 -0.240 -2.760 0.3759
H 0.897 -1.110 -3.623 0.3669
H -1.564 -0.129 1.361 0.6826
H -0.795 0.488 -0.108 -0.5892